# 1
Below is C35H47F5N7O5P2S3ScSeTe as an isolated structure, with properties calculated with ωB97M-V with the def2-TZVPD basis set.

```
107
Properties=species:S:1:pos:R:3:forces:R:3
Sc -0.460067 -1.245367 0.240225 -0.2 0.6 0.5
C -3.614794 -1.150642 -0.536185 0.1 0.0 -0.1
N -2.552461 -0.157588 -0.655154 0.0 -0.1 0.1
C -2.859341 1.127270 -0.050162 0.0 -0.1 0.1
C -2.709028 0.977349 1.427372 0.0 0.0 -0.2
N -2.052619 -0.005712 1.980644 0.1 0.0 0.1
C -2.142197 0.231202 3.352830 0.1 -0.1 -0.1
C -1.654958 -0.504107 4.429187 0.0 0.0 0.0
C -1.887463 -0.021243 5.702778 -0.1 0.1 0.0
C -2.596592 1.172049 5.916148 0.1 -0.1 0.0
C -3.104480 1.903226 4.858507 0.0 0.0 0.0
C -2.866994 1.402173 3.584690 -0.1 0.2 0.0
N -3.242345 1.844765 2.327674 0.0 -0.1 0.1
C -3.097213 -2.534249 -0.249234 -0.2 0.3 0.1
N -2.109228 -2.800769 0.564744 -0.2 -0.4 -0.2
C -2.092784 -4.192954 0.676071 0.1 0.2 0.1
C -1.252877 -5.012438 1.422065 0.0 0.0 0.0
C -1.460434 -6.373690 1.347536 -0.1 -0.1 -0.1
C -2.475791 -6.917014 0.539280 0.1 0.0 0.1
C -3.317585 -6.110587 -0.202428 0.0 0.1 0.0
C -3.104761 -4.738712 -0.106488 -0.2 -0.1 -0.1
N -3.747922 -3.648759 -0.676064 0.1 -0.1 0.0
H -4.262190 -1.171326 -1.421257 0.0 0.0 0.0
H -4.245646 -0.888673 0.319106 0.0 0.0 0.0
H -2.277790 -0.040364 -1.625178 0.1 0.0 0.0
H -3.861316 1.504446 -0.298923 0.0 0.0 0.0
H -2.134167 1.854528 -0.429085 0.0 0.0 0.0
H -1.099050 -1.416614 4.270928 0.0 0.0 0.0
H -1.510390 -0.571779 6.554405 0.0 0.0 0.0
H -2.747915 1.524907 6.928099 0.0 0.0 0.0
H -3.656843 2.819963 5.018703 0.0 0.0 0.0
H -3.688793 2.713871 2.094983 0.0 0.0 0.0
H -0.454829 -4.579377 2.011107 0.0 0.0 0.0
H -0.816860 -7.042084 1.903580 0.0 0.0 0.0
H -2.596809 -7.991344 0.494031 0.0 0.0 0.0
H -4.100472 -6.526978 -0.822569 0.0 0.0 0.0
H -4.431805 -3.669537 -1.411146 0.0 0.0 0.0
C 5.124522 -3.680315 1.485715 0.0 -0.1 0.0
C 3.949345 -2.916536 2.049741 0.0 0.0 0.0
O 3.593717 -1.919558 1.093032 0.0 0.0 0.0
P 2.420801 -0.852718 1.366546 0.2 0.0 0.1
S 1.929624 -0.083161 -0.370547 0.0 0.1 0.1
S 0.979024 -1.648672 2.488059 0.2 0.0 -0.1
O 3.136684 0.234810 2.316947 0.0 0.0 0.2
C 4.161693 1.093000 1.812951 -0.1 0.1 0.0
C 5.539683 0.504100 2.029387 0.1 0.0 0.0
H 5.351801 -4.543761 2.113666 0.0 0.0 0.0
H 6.015910 -3.054676 1.425915 0.0 0.0 0.0
H 4.888891 -4.033107 0.481759 0.0 0.0 0.0
H 4.196811 -2.442859 3.005571 0.0 0.0 0.0
H 3.089799 -3.570711 2.212912 0.0 0.0 0.0
H 4.051045 2.026274 2.365878 0.0 0.0 0.0
H 3.974737 1.307238 0.756839 0.0 0.0 0.0
H 5.709934 0.297736 3.086931 0.0 0.0 0.0
H 6.299820 1.211702 1.690084 0.0 0.0 0.0
H 5.659321 -0.421125 1.467934 0.0 0.0 0.0
F 0.094543 6.993993 -6.167175 0.0 0.0 0.0
C -0.211939 5.875458 -5.487312 0.0 0.0 0.0
C -0.345145 4.666420 -6.143791 0.0 0.0 0.1
F -0.167551 4.617838 -7.474734 0.0 0.0 0.0
C -0.650977 3.520469 -5.430393 0.0 0.0 -0.2
F -0.749526 2.392369 -6.152740 0.0 0.0 0.1
C -0.850973 3.505946 -4.052027 -0.1 -0.3 0.2
Se -1.241108 1.918103 -3.073759 0.2 0.3 -0.3
C -0.707304 4.746444 -3.435426 0.0 0.2 0.1
F -0.862423 4.872736 -2.105063 -0.1 0.0 0.0
C -0.393309 5.908694 -4.117918 0.0 -0.1 -0.1
F -0.257478 7.073480 -3.461280 0.0 0.0 0.0
C 0.973035 -1.401813 -5.916078 0.0 0.1 -0.1
C 0.146400 -1.431491 -4.656820 0.0 0.0 0.1
O 0.714684 -2.457193 -3.796691 0.1 0.0 -0.3
P 0.009610 -2.769946 -2.414134 -0.2 0.3 0.3
O -0.580695 -1.485238 -1.847224 0.2 -0.7 -0.4
Te 1.414520 -3.982382 -1.004344 0.1 -0.2 0.0
O -1.310459 -3.612710 -2.815063 -0.2 -0.1 -0.1
C -1.178519 -4.917011 -3.386526 0.0 0.1 0.1
C -2.528461 -5.319314 -3.930620 -0.1 -0.1 0.0
H 0.580676 -0.639132 -6.591186 0.0 0.0 0.0
H 0.955479 -2.365569 -6.426423 0.0 0.0 0.0
H 2.008707 -1.153020 -5.686506 0.0 0.0 0.0
H -0.898139 -1.678184 -4.862141 0.0 0.0 0.0
H 0.161142 -0.477608 -4.129216 0.0 0.0 0.0
H -0.835143 -5.602127 -2.607091 0.0 0.0 0.0
H -0.423170 -4.897557 -4.176566 0.0 0.0 0.0
H -3.258042 -5.412958 -3.124741 0.0 0.0 0.0
H -2.459089 -6.285412 -4.433939 0.0 0.0 0.0
H -2.895912 -4.582804 -4.645681 0.0 0.0 0.0
C 2.515131 4.324557 3.663582 0.0 0.0 0.0
N 1.160456 4.389427 3.122824 0.0 -0.1 0.1
C 0.184366 4.035926 4.140606 0.0 0.0 0.0
C 0.989760 3.816117 1.859524 0.0 0.1 -0.1
S -0.022739 2.530552 1.599602 -0.1 0.0 0.2
N 1.710518 4.407450 0.880837 0.0 -0.1 -0.2
C 1.801148 3.836430 -0.461035 0.0 0.1 0.1
C 2.320730 5.713288 1.018990 0.0 0.0 0.0
H 2.700881 3.337943 4.106542 0.0 0.0 0.0
H 2.639554 5.085454 4.435739 0.0 0.0 0.0
H 3.258238 4.496668 2.890142 0.0 0.0 0.0
H 0.357748 4.687931 4.998707 0.0 0.0 0.0
H 0.269867 2.988508 4.450846 0.0 0.0 0.0
H -0.825972 4.190496 3.769888 0.0 0.0 0.0
H 1.174518 2.955216 -0.543087 0.0 0.0 0.0
H 2.836645 3.563495 -0.678752 0.0 0.0 0.0
H 1.465275 4.580119 -1.188008 0.0 -0.1 0.0
H 1.951298 6.207825 1.913827 0.0 0.0 0.0
H 2.060250 6.311367 0.144057 0.0 0.0 0.0
H 3.412537 5.649244 1.067643 0.0 0.0 0.0
```
Forces are in eV/Å.

**Spin multiplicity**: 2
**Energy above the lowest of the compared OMol25 structures with the same formula, charge and spin**: 1.4 kcal per mole
**Total charge**: -1
**Strongest force on any atom**: 0.8 eV/Å
**LUMO energy (spin up / spin down)**: 2.036 / 2.032 eV
**Expectation value of S²**: 0.751

Results of the Mulliken charge analysis, in e, for atoms 1 through 8: number 1, Sc, carries 0.71; number 2, C, carries -0.80; number 3, N, carries 0.58; number 4, C, carries -0.55; number 5, C, carries -0.55; number 6, N, carries 0.79; number 7, C, carries 0.20; number 8, C, carries -0.70


# 2
Below is a 12-piece molecular cluster, C35H47Br6F4N5O10 overall in a non-equilibrium geometry, with properties calculated with ωB97M-V with the def2-TZVPD basis set.

```
107
Properties=species:S:1:pos:R:3:forces:R:3
C 8.068572 -8.215161 -2.604413 -1.3 -0.8 0.3
N 8.552682 -8.883101 -3.845263 1.7 -3.0 1.3
O 8.088462 -10.037241 -4.045913 0.4 2.7 -0.4
O 9.574982 -8.456741 -4.337453 -0.7 0.3 -0.7
H 7.668762 -9.078501 -2.072523 -0.6 0.4 0.0
H 7.298412 -7.513961 -2.925813 0.1 0.1 0.4
H 8.816982 -7.818821 -1.918203 0.4 0.4 -1.0
C 9.283682 -3.538071 4.852887 0.7 -1.4 -0.6
N 9.414772 -2.752871 6.081087 0.0 2.0 -0.1
O 9.129822 -1.545801 5.914807 0.6 -2.0 1.2
O 9.775892 -3.310781 7.110557 -0.6 1.0 -1.1
H 9.961232 -4.388441 4.929597 -0.3 -0.2 0.3
H 9.626962 -3.000941 3.968717 -0.5 0.5 0.4
H 8.248122 -3.871971 4.787877 0.1 0.1 -0.1
C -7.563048 0.937729 1.825977 0.8 0.1 -0.4
N -7.544968 2.245649 2.547357 0.9 -1.4 -0.9
O -6.488778 2.787649 2.660467 2.2 0.5 0.1
O -8.558128 2.722009 2.885947 -3.6 1.0 1.1
H -6.516018 0.637769 1.869007 -0.3 -0.4 -0.2
H -7.841078 1.222089 0.811117 0.0 -0.2 0.0
H -8.258248 0.194649 2.216677 0.0 0.5 0.3
C 0.232092 5.117849 -4.830123 1.8 1.2 -1.6
N -1.176478 5.530149 -4.590303 0.9 -1.7 0.7
O -1.801268 6.073229 -5.480133 0.3 -0.1 0.9
O -1.569298 5.109869 -3.506923 -0.9 1.0 -0.7
H 0.800132 4.672419 -4.013403 -1.1 -0.5 0.1
H 0.871052 5.967539 -5.070693 -0.5 0.8 0.2
H 0.306182 4.635629 -5.804843 -0.4 -0.7 0.4
C 7.138752 3.124499 -1.369613 -0.2 0.0 1.4
N 7.141062 4.599679 -1.716433 -2.0 -0.1 -0.9
O 8.160812 5.203899 -1.512703 0.1 0.1 0.0
O 6.087602 5.094569 -2.162583 1.7 -1.0 0.7
H 6.926222 2.409389 -2.164313 0.4 0.7 -0.4
H 6.353132 2.943489 -0.636033 -0.3 0.5 -0.1
H 8.053782 2.961289 -0.800263 0.2 -0.2 -0.7
F 0.638232 -4.886911 6.960777 0.2 0.6 0.3
C -0.023758 -5.907591 6.429847 -1.3 0.0 -2.1
C -0.282648 -7.023871 7.209367 0.4 -0.3 0.2
C -0.826188 -8.116081 6.576857 -0.8 -0.6 -0.2
C -1.229728 -8.058711 5.270387 0.0 -2.0 -0.2
C -1.058228 -6.981761 4.491247 -0.2 2.5 0.5
C -0.509688 -5.811521 5.086607 0.5 -1.8 0.0
H -0.028508 -7.076131 8.257747 0.2 0.3 0.0
H -1.101128 -9.097481 6.934147 0.5 0.2 1.4
H -1.631998 -8.981591 4.879417 -0.2 0.0 -0.3
H -1.514268 -6.976131 3.512267 0.4 0.3 -0.3
H -0.380698 -5.030411 4.352017 0.3 0.7 0.8
F -6.408068 0.878749 -5.835133 -0.7 0.9 -1.6
C -6.829368 1.127699 -7.159233 1.3 -1.1 0.9
C -7.512138 2.281409 -7.513193 -0.1 -0.8 0.5
C -8.006508 2.358169 -8.815513 2.1 -1.3 -0.3
C -7.532358 1.391169 -9.764643 -1.5 0.7 1.2
C -6.816008 0.227039 -9.379203 -1.1 1.8 -0.2
C -6.455428 0.116949 -8.047143 -0.4 0.2 -0.2
H -7.677668 3.027649 -6.750223 -0.3 0.0 0.0
H -8.637988 3.192159 -9.084013 0.1 0.0 -0.3
H -7.954868 1.607729 -10.734693 0.4 -0.7 -0.5
H -6.646908 -0.573991 -10.083583 0.3 0.1 -0.1
H -5.934248 -0.777161 -7.738383 0.0 0.1 0.4
F 3.916032 7.453789 6.320537 -1.5 -0.2 2.1
C 2.986052 7.090229 7.347867 0.7 0.0 -1.8
C 2.370272 8.014519 8.146097 0.7 0.4 0.5
C 1.433502 7.584009 9.125427 1.7 0.7 -1.4
C 1.055882 6.272229 9.072167 -1.1 -0.5 0.9
C 1.610772 5.348659 8.206217 0.4 0.4 -0.3
C 2.637622 5.769359 7.381337 -0.1 -1.1 -0.5
H 2.781282 9.000629 7.987817 -0.5 0.5 0.5
H 1.106872 8.238739 9.919807 -0.3 0.2 -0.3
H 0.266982 5.990419 9.753797 0.0 -0.4 0.1
H 1.252342 4.333419 8.121337 0.0 0.0 0.3
H 3.111272 5.077099 6.701017 0.1 0.0 -0.1
F -0.258018 -2.201181 -1.580533 0.0 0.6 0.8
C 0.369392 -1.511251 -0.579053 0.0 0.5 0.4
C 1.697812 -1.868401 -0.324313 -1.9 -0.4 -1.9
C 2.447142 -1.094881 0.477677 1.2 0.3 1.4
C 1.895772 -0.079581 1.260717 -1.7 0.5 0.5
C 0.528902 0.252749 1.133617 0.7 -2.1 -2.2
C -0.231758 -0.463491 0.120207 0.9 0.8 1.0
H 2.068882 -2.693481 -0.914183 0.3 0.0 0.1
H 3.490582 -1.368701 0.529217 0.2 0.2 0.4
H 2.416122 0.409289 2.071047 0.5 0.1 -0.3
H 0.064212 1.054249 1.688647 0.0 -0.1 0.1
H -1.227318 -0.084391 -0.057383 -0.2 -0.4 -0.3
Br -5.161158 -9.509281 -2.438243 0.1 -0.4 -0.1
C -5.614518 -7.699321 -1.921473 -0.5 -0.3 0.3
C -6.567818 -7.808191 -0.729043 0.2 0.6 0.8
Br -6.921768 -6.033361 0.040347 0.0 0.2 -0.2
H -6.028218 -7.248951 -2.823763 -0.1 0.1 0.4
H -4.666518 -7.226591 -1.664723 -0.3 0.1 0.1
H -6.117428 -8.302811 0.131537 0.3 -0.2 -0.4
H -7.570728 -8.224721 -0.822693 0.4 -0.1 -0.8
Br -1.941008 8.875729 3.118157 -0.5 0.3 -0.1
C -2.387958 10.777389 3.247877 0.3 1.1 -1.1
C -3.271268 11.308119 2.040187 0.0 -1.0 0.9
Br -3.030828 13.271599 1.632797 0.0 -1.6 0.3
H -1.415358 11.251829 3.117277 -0.1 0.0 0.1
H -2.701508 10.959039 4.275877 -0.5 0.0 -0.4
H -4.343938 11.135529 2.127887 0.1 0.4 0.6
H -3.048758 10.643959 1.205037 0.6 0.8 -0.4
Br 1.388462 -0.227811 -9.301683 -0.2 -0.8 0.3
C 0.700582 -1.849011 -8.395163 0.4 0.6 0.6
C 1.328522 -3.179061 -8.796273 -0.5 0.6 0.0
Br 3.193732 -3.355841 -8.184993 -0.7 0.1 -0.2
H -0.385838 -1.764051 -8.418953 0.0 -0.5 -0.9
H 0.845952 -1.723701 -7.322193 0.6 0.3 -0.1
H 1.334752 -3.393271 -9.865003 0.0 0.2 0.2
H 0.689302 -3.889261 -8.271753 0.5 -0.5 -0.1
```
Forces are in eV/Å.

**SMILES**: C[N+](=O)[O-].C[N+](=O)[O-].C[N+](=O)[O-].C[N+](=O)[O-].C[N+](=O)[O-].Fc1ccccc1.Fc1ccccc1.Fc1ccccc1.Fc1ccccc1.BrCCBr.BrCCBr.BrCCBr
**Strongest force on any atom**: 3.9 eV/Å
**LUMO energy**: -0.317 eV

Results of the Mulliken charge analysis, in e, for atoms 1 through 8: number 1, C, carries -0.75; number 2, N, carries 0.81; number 3, O, carries -0.50; number 4, O, carries -0.48; number 5, H, carries 0.33; number 6, H, carries 0.28; number 7, H, carries 0.30; number 8, C, carries -0.67


Q: Look up the strongest force on any atom of the first one.
A: 0.8 eV/Å


Q: Among the records above, which one has the highest strongest force on any atom?
A: C35H47Br6F4N5O10